Density functional theory data (ωB97M-V/def2-TZVPD) for a 2-piece molecular cluster, C6H12O3 overall at a distorted geometry.

Properties
multiplicity: 1
HOMO-LUMO gap: 0.3395 Ha
calculated total energy: -12555.37557 eV
strongest force on any atom: 4.831 eV/Å

CARTESIAN COORDINATES (ANGSTROEM)
H 3.36 1.21 0.96
H -0.59 2.01 -1.25
C -2.81 -0.02 0.05
H -0.76 -2.77 -0.68
H -1.12 -2.09 1.06
C -0.46 -2.17 0.23
H 3.75 0.30 -0.46
C 1.33 -0.47 -0.28
O 1.73 0.87 -0.40
H -3.59 0.73 -0.17
C 3.09 1.07 -0.11
H 3.41 2.06 -0.54
C 0.05 -0.87 -0.13
H 2.20 -1.11 -0.38
H -0.19 1.62 1.18
H -2.76 -0.86 -0.67
H -2.97 -0.38 1.03
O -1.16 1.46 1.16
O -1.44 1.46 -1.20
H 0.41 -2.75 0.57
C -1.47 0.69 0.04

natural (NBO) population analysis, charges in e, atoms 1 to 2: H 0.170; H 0.484



Density functional theory data (ωB97M-V/def2-TZVPD) for C18H32N5O5PdSSbSe4 as an isolated structure.

Properties
multiplicity: 1
HOMO-LUMO gap: 0.2200 Ha
calculated total energy: -319113.28041 eV
strongest force on any atom: 0.949 eV/Å

CARTESIAN COORDINATES (ANGSTROEM)
C -2.46 1.40 1.05
Se 4.00 -3.37 -1.46
H -3.78 0.91 -2.68
H -0.17 -5.66 -3.97
H -2.10 -0.17 3.32
S -3.76 2.27 -4.90
C 0.24 2.06 -4.64
C -2.51 -0.70 -3.36
H -3.02 1.33 0.12
H -1.76 -0.20 -3.97
H -2.64 -1.72 -3.72
Se 1.89 0.17 -1.49
C -2.01 -0.75 -1.94
O -1.11 0.14 -1.71
C -1.50 2.59 0.95
C 0.96 2.80 0.51
H 2.18 3.98 -2.78
H -2.36 -0.63 0.79
H -1.11 2.88 1.93
Sb 2.94 -1.72 -0.13
H -0.30 4.01 -1.93
H 0.47 -0.08 3.74
H 2.66 2.61 -3.78
C -3.82 0.09 -3.39
H -1.28 1.37 -5.99
N -1.44 -4.07 -2.40
H -2.65 3.69 -2.68
C -1.06 1.92 -5.08
H 0.64 -4.34 -4.86
Pd -0.04 0.14 -0.02
H 1.65 2.60 -0.31
O 0.02 -2.50 -3.12
H -0.33 1.42 3.31
H -3.17 1.59 1.86
C -1.33 -0.31 2.56
H 1.70 -0.01 1.91
H -1.11 -1.38 2.48
C 1.96 2.95 -3.02
O -3.81 2.49 -6.32
H -3.84 0.15 -5.52
H 1.05 1.60 -5.20
C -2.09 2.49 -4.36
C 0.39 -4.73 -3.88
C -1.83 3.23 -3.21
C 0.54 2.79 -3.49
H 1.32 -4.91 -3.35
H 2.52 1.94 1.75
H 1.13 2.52 2.65
N -4.08 0.69 -4.70
H -4.66 -0.53 -3.10
N -0.35 2.30 0.06
N -1.79 0.10 1.22
O -4.59 3.01 -3.99
O -2.53 -1.48 -1.09
Se 0.46 -2.23 0.29
C -0.51 3.39 -2.80
Se 3.86 -0.85 1.92
N 0.88 0.62 1.78
H 0.96 3.87 0.71
H -2.06 3.45 0.57
H 2.13 2.34 -2.12
C -0.36 -3.65 -3.11
C -0.06 0.44 2.93
H -0.54 2.62 -0.89
C 1.43 2.01 1.74
H -1.91 -3.42 -1.79
H -1.70 -5.04 -2.38

natural (NBO) population analysis, charges in e, atoms 1 to 2: C -0.239; Se -0.602



Density functional theory data (ωB97M-V/def2-TZVPD) for the molecule C5H9N3O at a distorted geometry.

Properties
multiplicity: 1
HOMO-LUMO gap: 0.3420 Ha
calculated total energy: -11844.62478 eV
strongest force on any atom: 4.825 eV/Å
SMILES: C=CN(/C=N\C)/C=N\O

CARTESIAN COORDINATES (ANGSTROEM)
H -0.78 2.81 0.56
H 3.42 -0.62 0.01
C -1.43 0.53 -0.34
H 1.03 3.40 0.52
N -2.38 -0.22 0.19
H 2.08 0.09 1.07
H -0.22 -1.46 -1.33
C 0.25 2.66 0.27
H -2.28 -2.19 0.80
H 2.82 -1.44 1.33
N 1.57 -1.42 -0.41
C 2.46 -0.81 0.53
H -1.89 1.38 -0.83
C 0.38 -0.94 -0.62
N -0.09 0.33 -0.34
C 0.72 1.49 -0.14
O -1.74 -1.45 0.50
H 1.72 1.29 -0.50

natural (NBO) population analysis, charges in e, atoms 1 to 2: H 0.215; H 0.204



Density functional theory data (ωB97M-V/def2-TZVPD) for a 7-piece molecular cluster, C37H85O21 overall at a distorted geometry.

Properties
multiplicity: 2
HOMO-LUMO gap (alpha / beta): 0.0416 / 0.2209 Ha
charge: -2
calculated total energy: -82730.35051 eV
strongest force on any atom: 4.535 eV/Å

CARTESIAN COORDINATES (ANGSTROEM)
H 16.83 13.57 8.05
H 12.03 17.89 8.02
H 11.03 17.48 5.30
H 11.81 18.57 13.75
H 10.83 16.22 8.91
H 11.54 11.86 12.37
O 11.01 15.57 5.70
O 14.30 9.23 10.26
H 11.28 15.79 11.37
H 13.96 7.43 9.27
C 11.65 12.77 11.77
C 17.44 16.55 11.42
C 18.26 20.80 7.10
H 19.11 17.18 15.70
H 18.36 19.50 10.71
H 13.25 9.94 8.60
C 20.77 18.43 8.34
H 9.53 16.47 10.04
H 19.05 15.57 15.29
C 11.07 19.65 7.38
O 13.19 14.01 8.83
H 21.84 18.23 8.22
H 14.83 5.72 13.57
H 13.62 11.11 3.88
H 20.37 16.48 14.57
H 18.28 20.83 6.01
C 11.02 13.24 6.37
O 14.34 15.47 14.67
C 13.01 13.92 13.36
C 15.52 16.21 14.85
H 16.61 11.33 5.09
C 13.96 7.84 10.28
O 14.87 12.43 4.77
O 17.90 17.63 10.61
O 18.81 19.56 7.55
C 18.97 7.20 12.94
H 16.95 5.66 12.22
C 13.34 10.10 9.67
H 9.54 17.06 6.04
C 15.38 17.08 16.14
H 16.88 12.89 4.35
O 11.27 17.75 11.89
C 20.46 16.13 9.05
H 10.58 19.07 6.60
C 19.88 14.76 8.53
H 13.35 12.09 6.78
C 13.98 11.40 4.87
H 13.50 11.15 9.90
C 14.74 20.60 9.68
C 16.86 6.18 13.18
H 17.26 20.94 7.52
H 13.65 17.58 18.40
H 14.72 17.93 15.99
C 10.50 16.85 9.74
H 13.26 14.04 9.79
H 12.22 14.67 13.43
H 12.18 19.17 9.26
C 12.87 11.87 5.83
H 9.74 16.54 4.39
O 15.77 19.61 9.81
C 10.27 16.70 5.32
H 11.51 13.49 7.31
O 17.63 7.32 13.33
C 11.02 21.71 8.75
C 11.53 18.71 8.52
H 20.14 16.21 10.09
H 16.35 15.56 15.12
H 13.83 20.25 10.17
H 12.37 9.90 10.12
H 9.25 14.48 6.39
H 12.23 11.05 6.15
H 12.94 7.72 10.63
H 19.58 6.49 13.50
O 14.72 15.48 9.49
C 11.46 16.77 10.92
H 14.71 14.96 12.62
H 18.09 18.88 12.30
H 10.34 22.49 9.10
H 14.74 16.66 19.33
C 16.20 12.04 4.37
H 20.64 18.81 9.36
O 14.50 15.17 7.38
O 18.45 16.98 13.81
H 17.10 5.43 13.94
H 10.83 13.43 12.03
H 20.45 19.12 6.37
H 16.55 16.69 12.04
H 15.68 16.85 13.98
H 15.30 18.16 18.41
H 17.31 15.67 10.79
H 14.61 5.96 11.10
C 10.16 14.40 5.80
H 11.46 21.18 9.59
H 18.01 15.12 12.95
H 15.49 18.73 11.60
C 11.98 17.74 13.07
H 15.91 7.13 10.78
H 20.82 20.38 7.48
H 11.98 22.11 8.40
H 12.84 13.29 14.24
H 21.54 16.05 9.06
H 14.37 10.43 5.18
H 19.48 8.17 12.96
C 19.31 16.53 14.85
C 14.39 14.55 13.58
H 14.52 20.75 8.62
H 19.37 15.93 12.22
H 18.11 13.56 6.83
H 18.91 21.57 7.50
H 15.46 7.18 14.37
H 18.32 12.69 8.39
H 18.92 6.77 11.94
H 20.16 13.89 9.11
H 10.36 12.39 6.53
H 11.92 20.07 6.84
O 14.89 7.51 12.48
C 18.38 16.11 12.65
O 19.98 17.24 8.23
C 14.19 14.89 8.55
C 20.21 19.49 7.36
C 16.21 19.43 11.17
O 15.03 16.39 17.36
O 18.45 14.69 8.57
O 10.29 20.80 7.87
C 15.44 6.61 13.44
H 16.10 20.34 11.76
H 11.76 16.86 13.68
C 17.91 13.57 7.90
O 12.08 13.01 5.47
C 14.89 7.02 11.15
H 15.22 21.47 10.15
C 14.69 17.26 18.42
H 11.51 12.52 10.72
H 12.50 16.79 10.58
O 12.93 13.30 12.06
H 16.37 17.50 16.29
C 17.69 18.86 11.28
H 20.24 14.53 7.52
H 16.26 11.59 3.38
H 13.05 17.70 12.85
H 15.02 13.70 13.84
H 9.88 14.07 4.81
O 10.40 18.17 9.22

Löwdin population analysis, charges in e, atoms 1 to 2: H 0.089; H 0.135



Density functional theory data (ωB97M-V/def2-TZVPD) for a 2-piece molecular cluster, H5NP2S2 overall at a distorted geometry.

Properties
multiplicity: 1
HOMO-LUMO gap: 0.3220 Ha
calculated total energy: -41817.96676 eV
strongest force on any atom: 3.724 eV/Å
SMILES: [H]/N=P/S.PS

CARTESIAN COORDINATES (ANGSTROEM)
N 2.19 1.48 -0.24
H -2.80 -1.79 0.51
H 1.58 2.41 -0.26
H -3.25 0.77 -0.94
S -2.45 0.79 0.20
P 1.24 0.40 0.34
H 3.41 -0.45 -0.32
S 2.42 -1.26 0.12
P -1.77 -1.14 -0.17
H -0.55 -1.20 0.77

natural (NBO) population analysis, charges in e, atoms 1 to 2: N -1.146; H -0.022



Question: Look up the calculated total energy of the second one.
Answer: -319113.28041 eV



Please write out number 2 again, unchanged.
Density functional theory data (ωB97M-V/def2-TZVPD) for C18H32N5O5PdSSbSe4 as an isolated structure.

Properties
multiplicity: 1
HOMO-LUMO gap: 0.2200 Ha
calculated total energy: -319113.28041 eV
strongest force on any atom: 0.949 eV/Å

CARTESIAN COORDINATES (ANGSTROEM)
C -2.46 1.40 1.05
Se 4.00 -3.37 -1.46
H -3.78 0.91 -2.68
H -0.17 -5.66 -3.97
H -2.10 -0.17 3.32
S -3.76 2.27 -4.90
C 0.24 2.06 -4.64
C -2.51 -0.70 -3.36
H -3.02 1.33 0.12
H -1.76 -0.20 -3.97
H -2.64 -1.72 -3.72
Se 1.89 0.17 -1.49
C -2.01 -0.75 -1.94
O -1.11 0.14 -1.71
C -1.50 2.59 0.95
C 0.96 2.80 0.51
H 2.18 3.98 -2.78
H -2.36 -0.63 0.79
H -1.11 2.88 1.93
Sb 2.94 -1.72 -0.13
H -0.30 4.01 -1.93
H 0.47 -0.08 3.74
H 2.66 2.61 -3.78
C -3.82 0.09 -3.39
H -1.28 1.37 -5.99
N -1.44 -4.07 -2.40
H -2.65 3.69 -2.68
C -1.06 1.92 -5.08
H 0.64 -4.34 -4.86
Pd -0.04 0.14 -0.02
H 1.65 2.60 -0.31
O 0.02 -2.50 -3.12
H -0.33 1.42 3.31
H -3.17 1.59 1.86
C -1.33 -0.31 2.56
H 1.70 -0.01 1.91
H -1.11 -1.38 2.48
C 1.96 2.95 -3.02
O -3.81 2.49 -6.32
H -3.84 0.15 -5.52
H 1.05 1.60 -5.20
C -2.09 2.49 -4.36
C 0.39 -4.73 -3.88
C -1.83 3.23 -3.21
C 0.54 2.79 -3.49
H 1.32 -4.91 -3.35
H 2.52 1.94 1.75
H 1.13 2.52 2.65
N -4.08 0.69 -4.70
H -4.66 -0.53 -3.10
N -0.35 2.30 0.06
N -1.79 0.10 1.22
O -4.59 3.01 -3.99
O -2.53 -1.48 -1.09
Se 0.46 -2.23 0.29
C -0.51 3.39 -2.80
Se 3.86 -0.85 1.92
N 0.88 0.62 1.78
H 0.96 3.87 0.71
H -2.06 3.45 0.57
H 2.13 2.34 -2.12
C -0.36 -3.65 -3.11
C -0.06 0.44 2.93
H -0.54 2.62 -0.89
C 1.43 2.01 1.74
H -1.91 -3.42 -1.79
H -1.70 -5.04 -2.38

natural (NBO) population analysis, charges in e, atoms 1 to 2: C -0.239; Se -0.602



Question: Which value of calculated total energy does entry 3 give?
Answer: -11844.62478 eV